[1]
The following is a DFT calculation (ωB97M-V/def2-TZVPD) of a single C17H17BrFNO4S molecule.

The geometry in XYZ format:
```
42
Properties=species:S:1:pos:R:3:forces:R:3:mulliken_charge:R:1
O 4.271239 -0.527382 -1.039611 0.017 0.109 -0.145 -0.583
C 4.094262 -1.197706 -0.054807 -0.065 0.050 -0.181 0.258
O 5.033605 -1.358881 0.879332 0.362 -0.182 0.600 -0.477
C 2.818749 -1.918254 0.286993 -0.009 -0.052 -0.187 0.312
C 2.100449 -2.423689 -0.964007 -0.159 0.131 0.107 -0.674
C 0.591974 -2.564127 -0.742706 0.324 -0.531 0.140 -1.131
N -0.067340 -1.308715 -0.468720 -0.126 0.281 0.911 0.382
C -0.248252 -0.354381 -1.549381 -0.265 0.307 -0.129 -1.240
C 0.110920 1.045040 -1.134066 0.004 0.471 -0.359 0.165
C 1.438138 1.430632 -0.987546 -0.087 0.071 -0.115 -0.210
C 1.750193 2.697132 -0.528399 0.064 -0.134 -0.061 -0.770
C 0.749741 3.597811 -0.204958 -0.149 0.052 0.064 -0.501
C -0.565213 3.210806 -0.377416 -0.102 0.144 0.052 -0.103
Br -1.969298 4.411320 0.071034 0.063 0.007 -0.034 -0.169
C -0.896388 1.955037 -0.850190 0.069 0.019 -0.190 -0.216
S -0.312931 -0.851579 1.108375 -0.419 0.052 -0.112 1.504
O 0.544310 0.229145 1.512709 -0.310 -0.013 0.018 -0.628
O -0.260285 -2.054272 1.885812 -0.039 -0.308 -0.007 -0.809
C -1.998309 -0.248020 1.091172 0.615 -0.179 -0.009 -0.394
C -2.297752 0.949271 1.714652 0.048 -0.007 0.082 -0.245
C -3.600118 1.418349 1.709570 -0.159 -0.147 -0.057 -0.706
C -4.570816 0.657518 1.077727 0.219 -0.057 0.018 0.418
F -5.837860 1.101726 1.061499 0.067 -0.008 -0.001 -0.334
C -4.283275 -0.550864 0.461690 -0.047 0.108 0.041 -0.746
C -2.975843 -1.005552 0.474419 -0.082 0.022 0.000 -0.232
H 5.830312 -0.849789 0.659178 -0.269 0.015 -0.215 0.373
H 3.029289 -2.719324 0.993834 -0.049 0.033 0.035 0.477
H 2.188062 -1.183672 0.799807 0.252 -0.013 0.031 -0.233
H 2.501882 -3.394235 -1.259965 0.016 0.005 -0.085 0.501
H 2.290059 -1.723343 -1.780818 0.021 -0.067 -0.030 0.295
H 0.403941 -3.193795 0.127867 0.009 -0.189 -0.226 0.522
H 0.124779 -3.022275 -1.621286 -0.017 0.026 0.100 0.405
H 0.384752 -0.661742 -2.385518 -0.058 -0.059 0.096 0.573
H -1.296868 -0.383572 -1.881402 0.179 0.042 -0.069 0.344
H 2.233139 0.739834 -1.221308 0.132 -0.134 -0.024 0.512
H 2.783363 2.984450 -0.409789 0.114 0.025 0.004 0.450
H 0.986209 4.580182 0.174036 0.002 0.066 0.012 0.424
H -1.933364 1.685854 -0.989583 -0.069 -0.019 0.008 0.510
H -1.499879 1.500645 2.186023 0.042 0.165 0.032 0.503
H -3.866577 2.354801 2.172872 -0.020 0.074 0.039 0.527
H -5.073593 -1.111646 -0.011617 -0.077 -0.041 -0.036 0.462
H -2.705405 -1.942739 0.014492 -0.043 -0.136 -0.116 0.485
```
Positions in Å, forces in eV/Å.

For the max |F|, the calculation gives 0.96 eV Å⁻¹. The calculation puts the total energy at -4085.8052 Eh. The calculation puts the molecular weight at 430.29 g mol⁻¹. For the energy relative to the best compared isomer or geometry (same formula, charge and spin), the calculation gives 4.98 kcal per mole. Its gap between HOMO and LUMO is 9.60 eV. The calculation puts the LUMO energy at 0.5531 eV. Its SMILES is O=C(O)CCCN(Cc1cccc(Br)c1)S(=O)(=O)c1ccc(F)cc1. The net charge is 0. The value obtained for the HOMO energy is -9.0 eV.



[2]
The following is a DFT calculation (ωB97M-V/def2-TZVPD) of a single C17H17Cl2N3O3 molecule in a non-equilibrium geometry.

The geometry in XYZ format:
```
42
Properties=species:S:1:pos:R:3:forces:R:3:mulliken_charge:R:1
C 1.645688 2.537943 -3.377340 1.166 -1.321 -0.287 -1.585
C 0.955363 1.316811 -2.783731 0.645 -0.623 -0.975 0.556
C 1.501514 1.026279 -1.410258 -0.072 -0.353 0.905 -0.992
N 0.977982 -0.252633 -0.874295 -1.012 1.379 1.731 0.306
C 0.653509 -0.364043 0.509437 1.119 -1.643 -2.753 0.617
O 0.127379 0.643201 1.192784 -1.031 1.362 -0.057 -0.432
C -0.217593 0.147077 2.420882 0.933 -1.684 1.380 0.783
C -0.839432 0.970955 3.523567 0.464 0.492 -0.711 -0.969
O -2.122426 1.474576 3.145889 -0.002 -0.764 -0.602 -0.326
C -3.048751 1.494785 4.133005 -0.883 0.871 0.753 0.130
C -3.539990 2.786776 4.467528 -0.472 -1.156 0.615 -0.526
C -4.457214 2.949963 5.492585 -0.382 -1.342 0.294 -0.533
C -4.929641 1.820154 6.184422 0.705 0.329 -0.379 0.220
Cl -6.041183 2.048226 7.521692 0.307 -0.202 -0.432 -0.209
C -4.472285 0.548384 5.842633 -0.782 0.132 0.808 -0.549
C -3.570419 0.356549 4.806956 0.307 1.248 -0.334 0.565
Cl -3.145057 -1.264238 4.392190 0.233 0.143 -0.161 -0.157
N 0.215582 -1.069820 2.599420 -1.237 0.745 -0.682 -0.641
C 0.713678 -1.443905 1.353752 0.406 0.026 0.300 0.411
C 1.238482 -2.744218 1.098897 0.578 -1.074 -0.466 0.139
N 1.673525 -3.788144 0.829197 -0.569 1.323 0.404 -0.568
C 1.068174 -1.403788 -1.774640 -0.156 -0.565 0.427 -0.918
C 0.613081 -1.067902 -3.216918 0.368 0.758 0.345 0.281
C 0.877007 -2.225139 -4.195090 -0.572 0.939 -0.899 -1.469
O 1.199414 0.188995 -3.686353 -0.188 -0.364 0.848 -0.412
H 2.747872 2.357600 -3.350768 -0.749 0.205 -0.148 0.347
H 1.441494 3.400399 -2.798574 -0.263 0.920 0.701 0.443
H 1.355028 2.743476 -4.401045 -0.135 -0.189 -0.139 0.365
H -0.103043 1.499877 -2.700401 -0.721 -0.111 -0.082 0.275
H 1.282178 1.876101 -0.733486 -0.152 -0.616 -0.243 0.401
H 2.585479 0.957874 -1.457237 0.365 -0.033 -0.161 0.328
H -0.928312 0.380413 4.453793 0.469 0.176 -0.659 0.488
H -0.205120 1.860504 3.636341 0.000 -0.162 0.482 0.262
H -3.269490 3.678869 3.934537 0.560 -0.077 -0.358 0.420
H -4.840942 3.905146 5.778361 -0.050 0.510 -0.028 0.429
H -4.846242 -0.298863 6.425128 0.191 0.195 -0.399 0.377
H 2.093418 -1.810048 -1.769422 -0.206 0.051 -0.130 0.301
H 0.381647 -2.186992 -1.378388 0.564 0.409 -0.319 0.479
H -0.458959 -0.902577 -3.167790 -0.399 0.067 -0.024 0.256
H 0.628062 -1.911182 -5.250679 0.262 -0.179 1.141 0.342
H 0.226978 -3.069688 -3.964576 -0.055 0.076 0.159 0.403
H 1.891213 -2.592232 -4.191917 0.445 0.103 0.134 0.361
```
Positions in Å, forces in eV/Å.

For the max |F|, the calculation gives 3.40 eV Å⁻¹. The calculation puts the total energy at -1968.3277 Eh. The calculation puts the molecular weight at 382.25 g mol⁻¹. For the energy relative to the best compared isomer or geometry (same formula, charge and spin), the calculation gives 20.47 kcal per mole. Its gap between HOMO and LUMO is 8.94 eV. The calculation puts the LUMO energy at 0.5280 eV. Its SMILES is C[C@@H]1CN(c2oc(COc3ccc(Cl)cc3Cl)nc2C#N)C[C@H](C)O1. The net charge is 0. The value obtained for the HOMO energy is -8.4 eV.



[3]
The following is a DFT calculation (ωB97M-V/def2-TZVPD) of 2 unconnected molecules or ions with the total composition C8H10N2O2 in a non-equilibrium geometry.

The geometry in XYZ format:
```
22
Properties=species:S:1:pos:R:3:forces:R:3:mulliken_charge:R:1
C -3.461372 0.434878 0.837470 -2.810 -2.069 1.779 -0.764
C -1.360799 0.287814 -0.094036 0.193 -3.468 -2.222 0.518
C -0.577606 1.364161 -0.079249 3.725 1.712 -0.965 -1.000
C 0.876928 1.202630 -0.214330 0.403 -2.282 2.211 0.380
C 1.507205 -0.047314 0.036767 -2.441 1.037 -0.112 0.852
C 0.592912 -1.195335 -0.139645 5.562 0.213 -0.274 -0.204
C -0.736633 -1.075848 -0.233109 0.098 3.282 1.211 -0.097
C 3.605863 -1.197172 0.346675 -4.992 2.252 -1.857 -0.413
H -3.403739 1.418500 1.429876 -0.117 -1.057 -1.363 0.293
H -3.020101 -0.353837 1.541932 -1.067 0.966 -0.581 0.276
H -4.540288 0.096738 0.475175 1.567 1.107 1.899 0.283
H -3.075254 1.013301 -1.028646 0.915 -1.441 0.695 0.355
H -0.803141 2.432557 -0.084179 -0.837 -0.425 -0.058 0.400
H 2.675802 1.867531 -0.202319 -3.009 1.176 -0.285 0.447
H 1.297622 -2.053685 -0.419035 -2.175 0.309 0.858 -0.106
H -2.445727 -1.808407 -0.347388 1.652 -0.585 -0.203 0.406
H 3.269473 -2.600889 -0.371573 0.567 4.255 2.197 0.204
H 4.609336 -1.119185 0.531732 2.440 -0.292 0.772 0.368
N -2.769566 0.224064 -0.384526 0.969 2.785 -0.824 -0.411
N 2.929688 0.009665 0.496353 -0.041 -6.899 -2.675 -0.515
O 1.692154 2.247070 -0.338754 2.789 0.381 0.292 -0.641
O -1.487633 -2.143521 -0.295198 -3.391 -0.956 -0.493 -0.631
```
Positions in Å, forces in eV/Å.

For the max |F|, the calculation gives 7.40 eV Å⁻¹. The calculation puts the total energy at -570.6214 Eh. The calculation puts the molecular weight at 166.18 g mol⁻¹. For the energy relative to the best compared isomer or geometry (same formula, charge and spin), the calculation gives 152.40 kcal per mole. Its gap between HOMO and LUMO is 7.20 eV. The calculation puts the LUMO energy at -0.2348 eV. The net charge is 0. The value obtained for the HOMO energy is -7.4 eV.



Among the records above, which one has the highest gap between HOMO and LUMO? C17H17BrFNO4S



gap between HOMO and LUMO of number 3 (C8H10N2O2)? 7.20 eV



Which formula does entry 3 have? C8H10N2O2